No. 1
Here is 14 unconnected molecules or ions with the total composition C44H88O38 from the Open Molecules 2025 dataset. Energies are from ωB97M-V with the def2-TZVPD basis set.

```
170
Properties=species:S:1:pos:R:3
C 3.28082 -0.08520 1.73431
C 4.14268 1.12346 2.09564
C 5.52624 0.58447 1.79240
O 5.36885 -0.27141 0.65179
C 3.95846 -0.51036 0.43037
H 2.22538 0.15014 1.63071
H 3.39344 -0.91284 2.43900
H 4.02228 1.41388 3.13942
H 3.86915 1.98191 1.48100
H 5.89557 -0.00573 2.63655
H 6.24324 1.37207 1.56168
H 3.74396 -1.52442 0.09899
H 3.60994 0.14802 -0.37474
C -5.13052 -1.96803 1.24202
C -5.71478 -2.24508 2.62512
C -4.98874 -3.50955 3.10144
O -4.00232 -3.77808 2.11040
C -3.73757 -2.62453 1.34529
H -5.07954 -0.90548 0.99764
H -5.82803 -2.33130 0.48617
H -6.80415 -2.27533 2.69066
H -5.55743 -1.36001 3.25376
H -5.73167 -4.30699 3.03671
H -4.54567 -3.46074 4.09585
H -3.37792 -2.92607 0.36296
H -2.96058 -1.95940 1.73772
C -4.09823 -6.50698 4.19564
O -2.93492 -5.72099 4.01233
C -2.05546 -5.65708 5.01910
O -2.21640 -6.24725 6.04332
O -1.05237 -4.81945 4.77256
C -0.94829 -4.18869 3.50269
H -4.59436 -6.47159 3.22844
H -4.74436 -6.08796 4.96609
H -3.85860 -7.54326 4.43059
H 0.04354 -3.75961 3.43178
H -1.70227 -3.44706 3.22868
H -1.07413 -4.91303 2.69472
C -0.49343 3.84307 2.25011
O 0.89829 3.76900 2.55694
C 1.32180 3.89505 3.81472
O 2.48778 3.90095 4.08774
O 0.30833 4.01744 4.68256
C 0.64214 4.36324 6.00367
H -1.03892 2.95879 2.57396
H -0.56140 3.95249 1.17163
H -1.00325 4.71083 2.66935
H -0.26501 4.64001 6.54905
H 1.25466 5.25279 6.14992
H 1.01869 3.49830 6.54999
C -5.72504 4.37285 2.94749
O -5.20985 3.05288 3.01915
C -4.25415 2.76417 2.14281
O -3.90679 3.46778 1.22879
O -3.75826 1.58127 2.44742
C -2.86629 0.97071 1.52567
H -6.53548 4.53697 3.65378
H -6.11349 4.62796 1.96291
H -4.92634 5.06291 3.22416
H -2.26271 1.70458 0.99324
H -3.45905 0.40560 0.80594
H -2.21660 0.26219 2.03341
C -0.15884 -2.70593 -3.43574
O -0.81497 -3.95583 -3.26931
C -0.94919 -4.71717 -4.35332
O -0.37974 -4.54980 -5.38221
O -1.79098 -5.73786 -4.11807
C -2.46825 -5.85117 -2.88931
H -0.20696 -2.10878 -2.52571
H -0.64756 -2.03199 -4.14387
H 0.87406 -2.83726 -3.74647
H -3.25414 -5.11193 -2.70140
H -1.81317 -5.67943 -2.03193
H -2.89579 -6.84801 -2.85566
C 8.41494 6.55714 -2.03479
O 7.41290 6.06893 -1.16029
C 6.14609 6.23246 -1.52987
O 5.76150 6.85678 -2.47942
O 5.38435 5.60269 -0.65375
C 4.01071 5.45637 -0.89882
H 9.14487 7.14460 -1.48390
H 7.98188 7.27773 -2.73448
H 8.83254 5.75984 -2.64458
H 3.40238 6.20991 -0.39664
H 3.66214 4.50258 -0.50330
H 3.76147 5.48789 -1.95976
C 0.57622 6.68464 0.08665
O -0.50576 7.55417 0.33633
C -1.64970 7.38950 -0.31508
O -1.85654 6.64953 -1.21660
O -2.62346 8.11446 0.23414
C -2.31507 9.21104 1.07773
H 1.51770 7.04925 0.48656
H 0.69474 6.52670 -0.98785
H 0.35892 5.72286 0.55210
H -1.78954 10.01192 0.56081
H -1.70840 8.86664 1.91818
H -3.21127 9.61539 1.54215
C 2.84891 -3.20026 -6.33718
O 3.95512 -2.36417 -6.08973
C 4.02465 -1.53523 -5.05662
O 5.03513 -0.98223 -4.74036
O 2.87041 -1.49397 -4.41433
C 2.71125 -0.68863 -3.25745
H 1.92290 -2.68566 -6.60566
H 2.59503 -3.76949 -5.43924
H 3.09837 -3.87956 -7.14658
H 3.24137 -1.14067 -2.42107
H 1.65058 -0.65592 -3.01341
H 2.97442 0.35340 -3.43914
C -2.41514 2.28827 -2.24365
O -3.01863 3.45786 -2.79021
C -2.20889 4.40738 -3.25121
O -1.03239 4.32983 -3.45335
O -2.86016 5.53850 -3.55461
C -4.28198 5.55393 -3.46813
H -1.78388 1.80986 -2.99143
H -3.20011 1.62134 -1.90775
H -1.76955 2.57999 -1.41696
H -4.61683 6.47170 -3.94607
H -4.65378 5.52342 -2.44516
H -4.69976 4.71826 -4.03051
C -4.92060 -3.07393 -2.10581
O -4.12343 -2.28930 -2.99282
C -3.41980 -1.27578 -2.51808
O -3.33678 -0.95093 -1.35971
O -2.75009 -0.62208 -3.44739
C -3.10385 -0.77645 -4.83579
H -4.23774 -3.45575 -1.35318
H -5.37440 -3.88245 -2.67549
H -5.77590 -2.54301 -1.69309
H -4.17624 -0.85861 -4.98051
H -2.57607 -1.64999 -5.21755
H -2.70172 0.09425 -5.34650
C 2.18457 -5.30540 4.26027
O 3.22052 -4.78549 3.43448
C 2.85341 -4.25390 2.26400
O 1.76415 -4.24430 1.74715
O 3.80034 -3.50369 1.76320
C 5.10676 -3.36665 2.24868
H 2.54965 -6.00306 5.00788
H 1.39364 -5.79059 3.69132
H 1.73187 -4.46256 4.78480
H 5.11702 -3.17454 3.32489
H 5.59138 -2.54819 1.72021
H 5.71992 -4.26355 2.12273
C 5.24054 -3.43164 -1.67087
O 3.81322 -3.49842 -1.74856
C 3.20858 -4.63579 -1.38389
O 3.79663 -5.62068 -1.00885
O 1.90951 -4.47547 -1.47802
C 1.08666 -5.55976 -1.09067
H 5.43914 -2.43551 -1.28142
H 5.67061 -3.50357 -2.66847
H 5.68135 -4.18365 -1.02200
H 0.02227 -5.36330 -1.15526
H 1.27287 -5.89930 -0.07200
H 1.28320 -6.43497 -1.71386
C 0.90773 2.33544 -0.58183
O 0.54822 1.26941 0.27163
C 0.14305 0.12513 -0.28534
O -0.05183 -0.04028 -1.46169
O 0.02654 -0.77400 0.66204
C -0.18641 -2.12369 0.21218
H 1.74763 2.11568 -1.24960
H 1.18239 3.19027 0.02625
H 0.11386 2.55151 -1.29692
H -1.04034 -2.22320 -0.45643
H -0.24680 -2.71135 1.12019
H 0.68875 -2.42495 -0.36623
```

Computed properties:
- spin multiplicity = 1
- E_LUMO (hartree) = 0.0083
- Kohn-Sham gap (Eh) = 0.35562
- E_HOMO (eV) = -9.45

Here are the Mulliken charges for atoms 1 to 99, given in e:
1. C 0.239
2. C -0.213
3. C -0.570
4. O -0.495
5. C 0.608
6. H -0.089
7. H 0.094
8. H 0.437
9. H -0.160
10. H 0.292
11. H 0.339
12. H -0.608
13. H 0.109
14. C 0.258
15. C -1.039
16. C -0.354
17. O -0.370
18. C 1.303
19. H 0.132
20. H 0.165
21. H 0.454
22. H 0.184
23. H 0.347
24. H 0.236
25. H -0.907
26. H -0.361
27. C -0.768
28. O -0.183
29. C 0.597
30. O -0.598
31. O -0.347
32. C -0.211
33. H 0.180
34. H 0.334
35. H 0.350
36. H 0.192
37. H 0.055
38. H 0.315
39. C -0.786
40. O -0.092
41. C 0.487
42. O -0.566
43. O -0.303
44. C -0.773
45. H 0.569
46. H -0.215
47. H 0.583
48. H 0.267
49. H 0.312
50. H 0.294
51. C -0.623
52. O -0.387
53. C 0.801
54. O -0.517
55. O -0.387
56. C 0.371
57. H 0.228
58. H 0.269
59. H 0.281
60. H 0.023
61. H -0.026
62. H -0.102
63. C -0.545
64. O 0.524
65. C 0.352
66. O -0.568
67. O -0.427
68. C 0.071
69. H -0.201
70. H 0.189
71. H 0.263
72. H -0.101
73. H -0.036
74. H 0.354
75. C -0.690
76. O -0.339
77. C 0.769
78. O -0.567
79. O -0.296
80. C -0.393
81. H 0.259
82. H 0.333
83. H 0.267
84. H 0.175
85. H 0.056
86. H 0.403
87. C -0.520
88. O -0.390
89. C 0.733
90. O -0.467
91. O -0.325
92. C -0.655
93. H 0.277
94. H 0.459
95. H 0.191
96. H 0.288
97. H 0.261
98. H 0.271
99. C -0.414


No. 2
Here is 10 unconnected molecules or ions with the total composition C44H90N2O20 from the Open Molecules 2025 dataset. Energies are from ωB97M-V with the def2-TZVPD basis set.

```
156
Properties=species:S:1:pos:R:3
O 5.00385 9.49043 -5.74625
N 5.42457 9.05544 -4.71896
O 5.39896 9.67227 -3.67214
C 6.01727 7.68545 -4.76545
C 6.75509 7.15825 -3.68990
C 7.13835 5.83460 -3.70188
C 6.72869 5.01745 -4.76029
C 5.94878 5.54561 -5.81460
C 5.77181 6.88059 -5.89030
H 6.98928 7.73806 -2.80934
H 7.74108 5.49760 -2.87149
H 6.79061 3.93922 -4.76074
H 5.72991 4.98932 -6.71406
H 5.21778 7.23262 -6.74792
O -1.12369 -0.57278 -0.24803
N -0.08689 -0.00203 -0.67695
O 0.85356 0.20292 0.09104
C -0.00199 0.42454 -2.08103
C -1.14335 0.48247 -2.83394
C -1.12032 0.58294 -4.22010
C 0.10228 0.88765 -4.81999
C 1.29819 0.97667 -4.06381
C 1.17939 0.77976 -2.68661
H -2.10805 0.41719 -2.35280
H -1.98592 0.62376 -4.86467
H 0.15657 0.90733 -5.89844
H 2.27211 1.06750 -4.52167
H 2.11318 0.84026 -2.14737
C 8.36330 3.11733 2.77764
O 8.20082 4.52082 3.16988
C 9.14169 5.05245 4.10654
C 10.62144 4.95143 3.63533
O 11.09450 3.56492 3.72326
C 12.43750 3.31376 3.41481
H 7.48612 2.72504 2.26309
H 8.45687 2.49440 3.66720
H 9.29219 2.85819 2.26959
H 8.98784 4.46904 5.01432
H 8.94213 6.10696 4.29705
H 11.34382 5.60971 4.11797
H 10.59972 5.23053 2.58189
H 12.60059 2.23989 3.32373
H 13.09385 3.76134 4.16112
H 12.66261 3.61934 2.39302
C -5.49157 3.52406 -0.03912
O -6.33069 2.49215 -0.50276
C -7.02881 2.90787 -1.71472
C -8.04079 1.80396 -2.11475
O -9.15748 1.64629 -1.26124
C -9.87920 0.47538 -1.52112
H -4.79789 3.13582 0.70665
H -6.08221 4.17388 0.60663
H -4.99057 4.07609 -0.83432
H -6.36858 3.21609 -2.52540
H -7.59144 3.81260 -1.48446
H -7.50766 0.85688 -2.03166
H -8.35111 1.91957 -3.15323
H -10.54044 0.19436 -0.70142
H -9.15447 -0.33637 -1.58387
H -10.46942 0.63313 -2.42380
C 8.41584 -1.18706 -4.68302
O 7.48437 -1.45945 -5.73677
C 7.89607 -2.22951 -6.82747
C 7.02764 -1.82569 -8.03748
O 5.64525 -1.87749 -7.63527
C 4.81800 -1.50844 -8.73501
H 9.28196 -0.66676 -5.09194
H 8.82290 -2.11623 -4.28420
H 8.03317 -0.61846 -3.83547
H 7.59836 -3.25687 -6.61768
H 8.97795 -2.25059 -6.95861
H 7.09685 -2.57631 -8.82480
H 7.39189 -0.85555 -8.37550
H 3.79880 -1.74790 -8.43174
H 4.96411 -2.03014 -9.68084
H 4.94862 -0.45143 -8.96694
C -4.12754 0.05601 6.98903
O -4.61938 -0.10019 8.30166
C -3.60144 0.00644 9.22316
C -3.87631 -0.29047 10.70205
O -4.09886 -1.67272 11.00315
C -5.40386 -2.03039 10.68897
H -4.93092 -0.16791 6.28722
H -3.38396 -0.64733 6.61420
H -3.83025 1.08346 6.77913
H -3.24996 1.03795 9.24694
H -2.76977 -0.61068 8.88319
H -4.64312 0.40993 11.03305
H -2.95692 0.09435 11.14334
H -5.55192 -2.95618 11.24495
H -5.69712 -2.15413 9.64648
H -6.15387 -1.35398 11.09892
C 2.36494 -1.08252 6.74234
O 2.76526 0.06822 7.45983
C 2.48255 1.34643 6.92606
C 2.80246 2.56106 7.92984
O 1.92371 2.60429 9.08754
C 2.20720 1.67893 10.09608
H 2.67906 -1.98924 7.25931
H 2.88972 -1.21475 5.79618
H 1.27898 -1.16303 6.69438
H 1.46048 1.39520 6.55041
H 3.05202 1.48649 6.00727
H 2.56545 3.50382 7.43675
H 3.82931 2.61114 8.29199
H 1.55151 1.90428 10.93714
H 3.18240 1.96304 10.49150
H 2.22511 0.61893 9.84272
C -1.21627 -6.75245 2.93480
O -1.41840 -7.02059 4.33613
C -2.66916 -6.38436 4.76970
C -2.73539 -6.14842 6.24901
O -2.75935 -7.39493 6.93828
C -2.81694 -7.13671 8.35022
H -1.93739 -7.17884 2.23747
H -0.39387 -7.42749 2.69798
H -1.01447 -5.71160 2.68179
H -3.51542 -7.02055 4.51044
H -2.87697 -5.41453 4.31766
H -3.55592 -5.47252 6.48980
H -1.84356 -5.63409 6.60708
H -2.61485 -8.08891 8.84070
H -3.83940 -6.96674 8.68753
H -2.18154 -6.28299 8.58584
C -6.78459 2.70626 -8.11097
O -7.25879 1.39006 -8.04580
C -8.53612 1.28911 -8.59042
C -9.04394 -0.18378 -8.63038
O -9.32635 -0.64111 -7.33833
C -9.40716 -2.06294 -7.25078
H -6.84488 2.99153 -9.16126
H -5.77619 2.89906 -7.74482
H -7.39392 3.40634 -7.53941
H -8.58565 1.68998 -9.60281
H -9.26569 1.91673 -8.07863
H -8.18064 -0.67094 -9.08368
H -9.94379 -0.29818 -9.23476
H -8.43444 -2.53978 -7.37138
H -10.05117 -2.44563 -8.04255
H -9.89705 -2.25986 -6.29719
C 0.02455 -5.50981 -3.51971
O -1.12903 -6.30627 -3.59110
C -2.19374 -5.64041 -4.21398
C -3.08464 -4.84471 -3.27500
O -3.82982 -5.66060 -2.43349
C -4.58279 -4.89859 -1.52810
H -0.02220 -4.79500 -2.69815
H 0.28427 -5.03498 -4.46584
H 0.80372 -6.22363 -3.25239
H -2.69891 -6.49097 -4.67163
H -1.87422 -5.13132 -5.12328
H -3.70804 -4.20302 -3.89765
H -2.46843 -4.13383 -2.72451
H -5.09445 -5.59280 -0.86148
H -5.39332 -4.37260 -2.03257
H -4.08474 -4.17380 -0.88411
```

Computed properties:
- spin multiplicity = 1
- E_LUMO (hartree) = -0.0301
- Kohn-Sham gap (Eh) = 0.31587
- E_HOMO (eV) = -9.42

Here are the Mulliken charges for atoms 1 to 99, given in e:
1. O -0.582
2. N 0.966
3. O -0.586
4. C 0.189
5. C -0.347
6. C -0.371
7. C -0.404
8. C -0.495
9. C -0.264
10. H 0.398
11. H 0.368
12. H 0.395
13. H 0.355
14. H 0.380
15. O -0.559
16. N 0.919
17. O -0.557
18. C 0.012
19. C -0.253
20. C -0.620
21. C -0.279
22. C -0.545
23. C -0.146
24. H 0.444
25. H 0.418
26. H 0.357
27. H 0.402
28. H 0.407
29. C -0.617
30. O -0.386
31. C -0.484
32. C -0.517
33. O -0.308
34. C -0.766
35. H 0.279
36. H 0.291
37. H 0.217
38. H 0.328
39. H 0.303
40. H 0.500
41. H 0.310
42. H 0.250
43. H 0.279
44. H 0.321
45. C -0.743
46. O -0.319
47. C -0.540
48. C -0.489
49. O -0.323
50. C -0.663
51. H 0.266
52. H 0.293
53. H 0.292
54. H 0.400
55. H 0.328
56. H 0.302
57. H 0.375
58. H 0.247
59. H 0.310
60. H 0.264
61. C -0.783
62. O -0.251
63. C -0.608
64. C -0.466
65. O -0.280
66. C -0.753
67. H 0.314
68. H 0.326
69. H 0.237
70. H 0.278
71. H 0.420
72. H 0.380
73. H 0.320
74. H 0.250
75. H 0.308
76. H 0.307
77. C -0.782
78. O -0.329
79. C -0.460
80. C -0.587
81. O -0.339
82. C -0.691
83. H 0.284
84. H 0.308
85. H 0.316
86. H 0.385
87. H 0.348
88. H 0.368
89. H 0.355
90. H 0.268
91. H 0.245
92. H 0.310
93. C -0.738
94. O -0.296
95. C -0.457
96. C -0.522
97. O -0.356
98. C -0.619
99. H 0.258